No. 1
A molecular structure, C17H43N2O13Sr2 in a non-equilibrium geometry. Source: the Open Molecules 2025 dataset; level of theory: the ωB97M-V functional and the def2-TZVPD basis.

The energy above the lowest of the compared OMol25 structures with the same formula, charge and spin is 0.0 kJ/mol. Its total charge is +3.

Geometry (Å):
Sr (-6.5251, -19.6435, -23.1577)
Sr (-9.7998, -18.3245, -26.2375)
N (-6.8313, -20.7759, -26.1291)
O (-5.9792, -21.0242, -25.2437)
O (-6.9844, -21.4556, -27.0908)
O (-7.5654, -19.6981, -25.9672)
C (-7.4792, -24.9366, -27.7685)
N (-8.6494, -24.4680, -28.6013)
O (-8.3855, -24.0213, -29.6925)
O (-9.7540, -24.6427, -28.1278)
H (-7.8350, -25.0074, -26.7476)
H (-6.7493, -24.1339, -27.8387)
H (-7.1275, -25.8619, -28.2088)
C (-13.3183, -19.4647, -25.0959)
O (-12.3785, -19.6726, -26.1806)
C (-12.2581, -21.0380, -26.5766)
C (-11.4411, -21.1162, -27.8434)
O (-10.2539, -20.3121, -27.7543)
C (-9.3297, -20.7087, -28.8133)
H (-12.8253, -19.6630, -24.1404)
H (-14.1254, -20.1898, -25.1920)
H (-13.6891, -18.4491, -25.1773)
H (-13.2484, -21.4326, -26.8155)
H (-11.7999, -21.6361, -25.7810)
H (-12.0132, -20.7601, -28.7043)
H (-11.2155, -22.1716, -28.0211)
H (-8.4516, -20.0747, -28.7736)
H (-9.8610, -20.4525, -29.7382)
H (-9.1622, -21.7790, -28.8947)
C (-7.4102, -24.5361, -18.7483)
O (-6.3434, -24.0690, -19.5434)
C (-6.2135, -22.6603, -19.5959)
C (-7.3351, -21.9528, -20.3352)
O (-6.9497, -21.6448, -21.7053)
C (-6.9905, -22.8739, -22.5160)
H (-7.5052, -25.6137, -18.8902)
H (-8.3938, -24.1448, -19.0349)
H (-7.2409, -24.3853, -17.6789)
H (-5.2978, -22.5151, -20.1771)
H (-6.0439, -22.2848, -18.5828)
H (-7.6420, -21.0211, -19.8589)
H (-8.2287, -22.5807, -20.3708)
H (-6.4900, -22.7019, -23.4644)
H (-8.0586, -23.0622, -22.6749)
H (-6.6560, -23.7196, -21.9172)
C (-2.4720, -21.5794, -26.5364)
O (-1.9532, -20.3258, -26.1214)
C (-0.8694, -19.9609, -26.9486)
C (-0.2222, -18.6517, -26.4726)
O (-1.1619, -17.8510, -25.7876)
C (-0.5885, -16.9749, -24.8474)
H (-1.8030, -22.3749, -26.1968)
H (-2.6973, -21.6408, -27.6024)
H (-3.4053, -21.6951, -25.9785)
H (-1.1505, -19.9600, -28.0059)
H (-0.0641, -20.7071, -26.8634)
H (0.1587, -18.0881, -27.3324)
H (0.6479, -18.8795, -25.8495)
H (0.0622, -17.4938, -24.1349)
H (-1.4160, -16.5071, -24.3154)
H (0.0096, -16.1906, -25.3250)
C (-5.2975, -15.4622, -31.2373)
O (-5.4916, -16.8532, -31.1136)
C (-6.4265, -17.3400, -32.0498)
C (-6.3556, -18.8504, -32.0339)
O (-6.4490, -19.3140, -30.6925)
C (-6.3817, -20.7248, -30.6369)
H (-6.2327, -14.9280, -31.4478)
H (-4.5576, -15.2262, -32.0045)
H (-4.9563, -15.0446, -30.2876)
H (-6.1836, -16.9847, -33.0576)
H (-7.4375, -16.9784, -31.8141)
H (-5.4125, -19.1573, -32.5022)
H (-7.1596, -19.3454, -32.5921)
H (-7.0220, -21.1924, -31.3954)
H (-6.6567, -21.0470, -29.6364)
H (-5.3592, -21.0528, -30.8596)



No. 2
11 unconnected molecules or ions with the total composition C17H44N6O23 in a non-equilibrium geometry. Source: the Open Molecules 2025 dataset; level of theory: the ωB97M-V functional and the def2-TZVPD basis.

Its SMILES is C[N+](=O)[O-].C[N+](=O)[O-].C[N+](=O)[O-].C[N+](=O)[O-].C[N+](=O)[O-].C[N+](=O)[O-].COC(=O)OC.COC(=O)OC.COC(=O)OC.CO.CO. Its total charge is 0.

Geometry (Å):
C (-0.9378, -1.0442, 1.6708)
N (0.3387, -0.4986, 1.1965)
O (1.3404, -1.0001, 1.6725)
O (0.3327, 0.4464, 0.4328)
H (-0.7834, -1.7425, 2.4882)
H (-1.2870, -1.7234, 0.8870)
H (-1.6745, -0.2802, 1.8905)
C (0.8174, 3.5950, 1.3742)
N (0.8904, 2.5941, 2.4521)
O (1.9991, 2.2013, 2.7747)
O (-0.1404, 2.1284, 2.8994)
H (1.1740, 4.5387, 1.7947)
H (-0.2058, 3.6363, 1.0333)
H (1.6053, 3.4276, 0.6437)
C (-4.6171, -1.2382, -0.0282)
N (-4.5391, -2.6853, 0.3360)
O (-5.4575, -3.4028, 0.0205)
O (-3.6380, -2.9831, 1.1045)
H (-4.6841, -0.7066, 0.9170)
H (-5.5088, -1.0484, -0.6171)
H (-3.7478, -0.9349, -0.6037)
C (1.1325, -5.4163, 3.6102)
N (0.6302, -4.2960, 2.7903)
O (1.4322, -3.7429, 2.0531)
O (-0.5522, -4.0396, 2.8372)
H (0.5474, -6.2622, 3.2451)
H (0.8362, -5.2627, 4.6429)
H (2.1788, -5.5602, 3.3684)
C (3.9694, -2.2798, 3.3713)
N (4.9021, -3.4259, 3.3696)
O (4.8017, -4.2484, 2.4919)
O (5.7615, -3.4530, 4.2183)
H (3.4771, -2.1992, 2.4090)
H (4.4931, -1.3972, 3.7229)
H (3.1842, -2.4666, 4.1045)
C (-2.4829, 3.0478, -0.2929)
N (-3.3370, 2.4358, -1.3191)
O (-4.1336, 1.6090, -0.8894)
O (-3.1580, 2.7131, -2.4814)
H (-2.1828, 4.0191, -0.6951)
H (-1.5961, 2.4326, -0.1619)
H (-3.0252, 3.2774, 0.6177)
C (3.7716, 0.9199, 0.1249)
O (3.7848, 1.7267, -1.0311)
C (4.7666, 2.6145, -1.2123)
O (5.7242, 2.7293, -0.4983)
O (4.3989, 3.4736, -2.1626)
C (5.3756, 4.3147, -2.7537)
H (3.0119, 1.2216, 0.8479)
H (4.7047, 1.0393, 0.6783)
H (3.5734, -0.1354, -0.0505)
H (4.9357, 4.7369, -3.6532)
H (6.2117, 3.6947, -3.0838)
H (5.7657, 5.1060, -2.1165)
C (-2.4309, 5.6919, -3.7144)
O (-1.3791, 4.7496, -3.9791)
C (-0.3998, 4.6977, -3.1005)
O (-0.1183, 5.4829, -2.2334)
O (0.1392, 3.4819, -3.2267)
C (1.2008, 3.0649, -2.3742)
H (-2.7336, 5.6383, -2.6725)
H (-3.2942, 5.3435, -4.2802)
H (-2.1685, 6.6644, -4.1212)
H (1.7450, 2.3228, -2.9454)
H (0.7635, 2.7311, -1.4339)
H (1.8403, 3.9287, -2.1807)
C (-2.5981, -2.2957, -4.1719)
O (-2.3740, -3.4462, -3.3315)
C (-1.8374, -3.2535, -2.1520)
O (-1.6941, -2.2110, -1.5617)
O (-1.3991, -4.4126, -1.6734)
C (-0.7084, -4.3265, -0.4251)
H (-3.5489, -2.4211, -4.6740)
H (-1.7432, -2.1416, -4.8249)
H (-2.6464, -1.3773, -3.5845)
H (0.0895, -3.5878, -0.4956)
H (-0.2298, -5.3017, -0.3530)
H (-1.3515, -4.1545, 0.4343)
C (-3.6701, -2.0431, 4.6042)
O (-3.7543, -0.6143, 4.4628)
H (-2.7564, -2.5428, 4.2731)
H (-3.9349, -2.2268, 5.6467)
H (-4.4086, -2.5239, 3.9601)
H (-2.9303, -0.3055, 4.8564)
C (1.0509, -0.9255, -2.4944)
O (-0.0114, -0.0588, -2.8162)
H (0.6745, -1.9361, -2.6789)
H (1.8933, -0.8007, -3.1795)
H (1.3819, -0.6511, -1.4889)
H (-0.8376, -0.4453, -2.5108)



Per-record E, a.u.: -1821.33881; -2732.58351
Per-record molecular weight, g mol⁻¹: 658.77; 700.56
Per-record gap between HOMO and LUMO, eV: 3.4; 9.8